DFT (ωB97M-V with the def2-TZVPD basis set) results for a molecular structure, C22H32F4N4O20SY.

Its total charge is +1. For the HOMO-LUMO gap, the calculation gives 8.766 eV. As for the energy relative to the best compared isomer or geometry (same formula, charge and spin): 0.0 kcal per mole. The LUMO energy comes out at -2.78 eV.

Geometry (Å):
Y  -0.707  0.093  0.700
S  -0.212  2.742  -0.251
O  -0.584  3.979  0.392
O  0.589  1.936  0.815
O  -1.466  1.859  -0.448
O  0.522  2.712  -1.473
C  1.843  -4.132  -2.236
C  2.755  -4.091  -1.047
C  3.261  -2.607  -0.943
C  2.224  -1.761  -0.348
N  1.393  -1.054  0.058
H  1.095  -3.311  -2.044
H  1.273  -5.103  -2.313
H  2.405  -3.993  -3.179
H  3.580  -4.811  -1.195
H  2.204  -4.485  -0.155
H  3.344  -2.191  -1.931
H  4.138  -2.484  -0.345
C  -2.902  -4.507  4.256
C  -2.560  -5.327  2.998
C  -1.246  -4.833  2.360
C  -1.234  -3.447  1.907
N  -1.098  -2.389  1.468
H  -2.082  -4.501  4.938
H  -3.851  -4.799  4.776
H  -2.939  -3.447  3.972
H  -3.338  -5.199  2.232
H  -2.475  -6.396  3.279
H  -0.965  -5.465  1.558
H  -0.409  -4.920  3.065
C  -2.212  3.235  3.105
N  -1.933  1.818  3.303
O  -2.030  0.947  2.425
O  -1.640  1.533  4.446
H  -3.299  3.261  2.912
H  -1.653  3.575  2.213
H  -2.108  3.800  3.995
C  -0.434  0.506  -3.693
N  -1.360  -0.128  -2.622
O  -2.546  -0.232  -2.855
O  -0.800  -0.596  -1.649
H  0.108  -0.350  -4.211
H  0.183  1.182  -3.068
H  -1.081  1.036  -4.391
C  4.095  3.654  -0.599
C  3.768  2.359  -1.374
O  3.503  1.417  -0.420
C  3.891  1.867  0.851
O  3.888  1.246  1.838
O  4.207  3.154  0.799
F  4.874  1.936  -2.046
H  3.163  4.264  -0.558
H  5.019  4.080  -0.916
H  2.897  2.486  -2.110
C  -4.989  -2.973  -0.846
C  -5.872  -1.794  -1.249
O  -5.043  -0.696  -0.810
C  -4.020  -1.174  -0.118
O  -3.118  -0.489  0.304
O  -3.981  -2.470  0.015
F  -7.074  -1.748  -0.630
H  -4.549  -3.342  -1.772
H  -5.648  -3.776  -0.363
H  -6.025  -1.584  -2.373
C  2.429  1.700  4.606
C  2.335  0.395  5.471
O  1.702  -0.524  4.616
C  1.220  0.144  3.557
O  0.489  -0.403  2.740
O  1.681  1.313  3.441
F  1.479  0.659  6.547
H  3.442  2.042  4.339
H  1.958  2.570  5.062
H  3.239  -0.054  5.916
C  0.453  5.401  -4.801
C  1.530  5.449  -5.936
O  1.389  4.136  -6.464
C  0.634  3.349  -5.740
O  0.455  2.216  -6.029
O  0.268  3.985  -4.606
F  2.770  5.709  -5.394
H  -0.454  5.943  -5.109
H  0.897  5.714  -3.842
H  1.345  6.182  -6.777

In elementary charge units, the Löwdin charges are: 1.494, 0.321, -0.314, -0.456, -0.455, -0.319, -0.132, -0.249, -0.126, -0.116, 0.159, 0.078, 0.093, 0.089, 0.115, 0.119, 0.122, 0.119, -0.099, -0.231, -0.167, -0.127, 0.169, 0.062, 0.095, 0.069, 0.106, 0.120, 0.108, 0.136, 0.083, -0.350, -0.069, 0.130, 0.132, 0.093, 0.097, 0.090, -0.370, 0.124, -0.088, 0.132, 0.078, 0.088, 0.028, -0.352, 0.095, -0.550, 0.183, 0.080, 0.051, 0.151, 0.128, 0.172, -0.047, -0.263, 0.164, -0.574, 0.048, 0.107, 0.085, 0.141, 0.174, 0.202, 0.019, -0.219, 0.165, -0.570, 0.002, 0.102, 0.032, 0.144, 0.145, 0.178, -0.025, -0.247, 0.140, -0.597, 0.170, 0.060, 0.049, 0.142, 0.147, 0.184